[1]
Formula: C31H44F14N5O9PS2
Source: the OMol25 dataset
Level of theory: ωB97M-V/def2-TZVPD

Properties
Energy above the lowest of the compared OMol25 structures with the same formula, charge and spin, kJ/mol: 1781.07
Structure (SMILES): C[C@@H](O)CNCCO[C@@](C)(O[C@](F)(CCOCC(F)(F)C(F)(F)C(F)(F)C(F)F)S(=O)(=O)C(F)(F)C(F)(F)F)[C@@H](NCCCS(=O)(=O)O)[PH2]=N.c1ccncc1.c1ccncc1
Multiplicity: 1
Charge: 0
Calculated total energy, a.u.: -4693.6472
E_LUMO, eV: -1.08

Geometry (Å):
C  3.788  4.411  2.711
C  3.232  5.302  4.013
O  3.026  6.734  3.673
C  1.872  4.610  4.697
N  0.793  4.375  3.664
C  -0.291  3.432  4.152
C  0.344  1.887  4.245
O  -0.601  1.009  3.548
C  0.022  -0.202  3.007
C  1.050  -0.752  4.210
O  -0.880  -1.332  2.761
C  -2.192  -0.946  2.241
F  -2.185  0.103  1.194
C  -3.333  -0.671  3.433
C  -4.770  -0.110  2.808
O  -4.743  1.346  2.512
C  -6.200  1.707  2.516
C  -6.570  2.949  1.513
F  -8.007  3.310  1.811
F  -6.590  2.488  0.077
C  -5.693  4.313  1.753
F  -6.674  5.444  1.950
F  -4.884  4.292  3.028
C  -4.662  4.700  0.538
F  -3.668  5.669  1.132
F  -3.855  3.565  0.022
C  -5.348  5.480  -0.732
F  -4.266  6.366  -1.304
F  -5.741  4.568  -1.860
S  -2.839  -2.515  1.354
O  -1.698  -3.605  1.406
O  -4.052  -3.158  2.082
C  -3.207  -2.244  -0.461
F  -2.084  -1.570  -1.216
F  -4.415  -1.393  -0.724
C  -3.438  -3.685  -1.278
F  -2.040  -4.205  -1.517
F  -4.043  -3.506  -2.618
F  -4.118  -4.718  -0.465
C  0.959  0.055  1.659
N  0.891  -1.188  0.770
C  1.989  -1.205  -0.270
C  3.342  -2.062  0.214
C  4.057  -2.562  -1.212
S  4.723  -1.147  -2.249
O  3.808  -1.018  -3.492
O  4.746  0.229  -1.494
O  6.381  -1.452  -2.671
P  0.629  1.701  0.761
N  0.001  1.567  -0.730
H  2.892  3.903  2.117
H  4.361  5.087  1.922
H  4.472  3.504  3.067
H  4.126  5.297  4.804
H  3.876  7.083  3.226
H  1.487  5.346  5.530
H  2.258  3.650  5.244
H  0.399  5.340  3.465
H  -0.751  3.754  5.201
H  -1.126  3.405  3.331
H  0.410  1.675  5.418
H  1.408  1.972  3.740
H  1.212  -1.909  3.983
H  2.110  -0.262  4.168
H  0.554  -0.700  5.273
H  -3.494  -1.632  4.121
H  -2.984  0.179  4.193
H  -5.179  -0.766  1.929
H  -5.553  -0.229  3.701
H  -6.753  0.737  2.094
H  -6.610  1.935  3.594
H  -6.227  6.204  -0.453
H  2.095  0.101  2.024
H  -0.032  -1.275  0.293
H  1.566  -1.828  -1.195
H  2.288  -0.158  -0.698
H  3.071  -3.038  0.807
H  4.071  -1.385  0.830
H  4.873  -3.401  -0.992
H  3.213  -3.095  -1.866
H  6.884  -0.938  -1.952
H  1.917  2.395  0.619
H  -0.297  2.577  1.493
H  -0.150  0.551  -0.908
N  7.356  -3.492  -5.558
C  8.290  -3.404  -6.530
C  8.364  -2.359  -7.436
C  7.420  -1.341  -7.345
C  6.444  -1.404  -6.356
C  6.454  -2.488  -5.493
H  9.002  -4.224  -6.563
H  9.138  -2.338  -8.195
H  7.445  -0.505  -8.039
H  5.694  -0.627  -6.259
H  5.715  -2.581  -4.702
N  -0.826  -6.708  -5.557
C  -0.839  -5.533  -4.889
C  -1.998  -4.864  -4.529
C  -3.220  -5.431  -4.877
C  -3.239  -6.639  -5.567
C  -2.028  -7.234  -5.879
H  0.139  -5.131  -4.643
H  -1.950  -3.925  -3.991
H  -4.150  -4.935  -4.613
H  -4.175  -7.105  -5.853
H  -1.990  -8.179  -6.413



[2]
Formula: C31H44F3MnN4O9P2
Source: the OMol25 dataset
Level of theory: ωB97M-V/def2-TZVPD

Properties
Energy above the lowest of the compared OMol25 structures with the same formula, charge and spin, kJ/mol: 282.52
Multiplicity: 6
Charge: -1
Calculated total energy, a.u.: -4237.1958
E_LUMO (alpha / beta), eV: 0.79 / 0.79

Geometry (Å):
Mn  -0.869  0.164  0.336
O  3.462  3.125  3.092
C  3.879  1.987  3.336
O  5.004  1.532  3.520
C  2.661  1.082  3.249
C  2.677  -0.184  2.621
C  1.457  -0.750  2.206
N  0.271  -0.051  2.240
C  0.263  1.033  2.938
C  1.379  1.518  3.592
C  -0.994  1.876  3.003
O  -1.862  1.536  3.896
O  -1.166  2.825  2.150
H  3.597  -0.763  2.340
H  1.430  -1.619  1.504
H  1.237  2.262  4.378
C  -1.729  -4.435  -1.513
C  -2.412  -3.288  -0.650
C  -3.415  -3.810  0.372
C  -3.038  -2.298  -1.628
C  -4.279  -2.512  -2.131
C  -4.928  -1.513  -2.870
C  -4.373  -0.224  -2.932
C  -3.058  0.023  -2.586
C  -2.333  1.337  -2.990
C  -2.870  1.979  -4.300
C  -2.496  2.426  -1.881
C  -2.375  -1.044  -1.875
N  -1.028  -0.938  -1.572
C  0.014  -1.153  -2.513
C  -0.213  -1.087  -3.908
C  0.833  -1.249  -4.808
C  2.198  -1.363  -4.414
C  2.448  -1.423  -3.021
C  1.378  -1.391  -2.140
F  1.716  -1.705  -0.821
H  -1.423  -5.082  -0.716
H  -0.910  -4.076  -2.148
H  -2.485  -4.909  -2.118
H  -1.628  -2.871  -0.072
H  -4.127  -4.565  -0.014
H  -4.034  -2.937  0.651
H  -2.926  -4.155  1.270
H  -4.752  -3.463  -1.849
H  -5.908  -1.689  -3.379
H  -5.008  0.668  -3.204
H  -1.262  1.092  -3.014
H  -3.910  2.467  -4.208
H  -2.868  1.298  -5.154
H  -2.213  2.772  -4.603
H  -3.538  2.659  -1.745
H  -2.073  3.323  -2.313
H  -1.963  2.292  -0.896
H  -1.260  -0.999  -4.268
H  0.659  -1.277  -5.917
H  3.022  -1.353  -5.164
H  3.447  -1.490  -2.620
F  1.825  1.431  0.237
C  0.612  1.631  -0.325
F  0.788  1.864  -1.641
H  0.110  2.510  0.119
C  7.706  -1.036  2.683
O  7.407  -0.584  1.373
P  6.148  0.148  0.763
O  6.515  1.727  0.696
C  6.973  2.659  1.717
O  6.363  -0.190  -0.761
C  7.596  -0.058  -1.530
H  8.606  -1.663  2.459
H  6.913  -1.679  3.116
H  7.992  -0.207  3.358
H  6.108  3.254  2.020
H  7.687  3.266  1.155
H  7.515  2.233  2.565
H  7.769  -1.014  -2.054
H  8.478  0.222  -0.965
H  7.405  0.730  -2.247
N  -3.834  3.027  2.517
C  -4.593  2.200  1.503
P  -4.206  0.451  1.334
O  -5.083  -0.290  0.394
O  -2.625  0.376  1.107
C  -4.359  -0.231  3.054
N  -3.233  -1.057  3.777
H  -4.141  3.993  2.494
H  -2.809  3.004  2.290
H  -3.867  2.595  3.438
H  -4.471  2.668  0.519
H  -5.694  2.313  1.740
H  -5.214  -0.856  2.896
H  -4.665  0.494  3.825
H  -3.041  -1.796  3.152
H  -3.594  -1.328  4.737
H  -2.396  -0.416  3.746



[3]
Formula: C31H45BBrGaN6O3
Source: the OMol25 dataset
Level of theory: ωB97M-V/def2-TZVPD

Properties
Multiplicity: 1
Charge: 0
Calculated total energy, a.u.: -6286.4133
E_LUMO, eV: 0.51

Geometry (Å):
Ga  0.524  -0.277  0.402
C  -3.762  2.857  1.335
C  -2.857  2.168  0.378
C  -2.924  2.164  -0.999
C  -1.855  1.380  -1.438
N  -1.186  0.936  -0.374
N  -1.799  1.423  0.731
B  -1.326  1.075  2.154
N  -1.517  -0.450  2.257
N  -1.243  -1.205  1.169
C  -1.930  -2.344  1.261
C  -2.644  -2.331  2.461
C  -2.358  -1.119  3.062
C  -2.841  -0.600  4.364
C  -2.074  -3.326  0.132
C  -0.807  -3.419  -0.707
C  -3.216  -2.788  -0.752
C  -2.431  -4.718  0.662
N  0.117  1.592  2.264
N  0.840  1.665  1.122
C  1.813  2.560  1.294
C  1.746  3.034  2.605
C  0.665  2.396  3.188
C  0.186  2.492  4.589
C  2.593  3.121  0.141
C  3.044  2.032  -0.822
C  1.614  4.054  -0.594
C  3.802  3.915  0.636
C  -1.538  1.124  -2.885
C  -0.325  0.220  -3.044
C  -2.760  0.472  -3.548
C  -1.262  2.476  -3.561
H  -4.512  3.415  0.779
H  -3.207  3.549  1.965
H  -4.264  2.139  1.981
H  -3.656  2.668  -1.597
H  -1.987  1.626  2.965
H  -3.287  -3.093  2.850
H  -3.512  -1.319  4.823
H  -3.366  0.345  4.236
H  -1.993  -0.425  5.026
H  -0.562  -2.450  -1.139
H  -0.945  -4.126  -1.524
H  0.032  -3.754  -0.100
H  -2.980  -1.782  -1.098
H  -4.147  -2.749  -0.191
H  -3.366  -3.424  -1.622
H  -1.666  -5.066  1.354
H  -2.495  -5.415  -0.172
H  -3.392  -4.705  1.168
H  2.408  3.734  3.072
H  0.826  3.177  5.139
H  0.235  1.510  5.059
H  -0.844  2.844  4.630
H  2.188  1.436  -1.143
H  3.761  1.368  -0.349
H  3.498  2.471  -1.709
H  0.760  3.485  -0.963
H  2.110  4.528  -1.438
H  1.244  4.830  0.074
H  4.467  3.278  1.214
H  3.490  4.752  1.258
H  4.349  4.310  -0.216
H  -0.509  -0.751  -2.589
H  0.546  0.661  -2.562
H  -0.096  0.070  -4.096
H  -2.976  -0.490  -3.089
H  -2.570  0.307  -4.606
H  -3.642  1.100  -3.455
H  -0.393  2.957  -3.120
H  -2.111  3.148  -3.458
H  -1.071  2.326  -4.621
O  1.701  -3.570  -2.720
C  2.326  -4.029  -1.604
C  2.484  -5.393  -1.378
C  3.095  -5.852  -0.225
C  3.607  -4.955  0.695
C  3.489  -3.599  0.462
C  2.825  -3.123  -0.665
C  2.611  -1.646  -0.684
O  3.503  -0.892  -0.367
O  1.383  -1.240  -0.922
H  1.452  -4.325  -3.268
H  2.103  -6.101  -2.104
H  3.169  -6.915  -0.046
H  4.081  -5.301  1.598
H  3.879  -2.885  1.171
Br  1.637  -1.156  2.313